11 unconnected molecules or ions with the total composition C24H59Cl3F14N21O11P2. Source: the OMol25 dataset; level of theory: ωB97M-V/def2-TZVPD.

Element x y z (Å)
C  3.764  -3.850  1.331
C  4.158  -2.700  0.236
C  2.854  -1.707  0.216
Cl  1.571  -2.703  -0.557
P  3.198  0.106  -0.311
F  4.458  0.165  0.898
C  2.081  0.179  -1.856
C  1.018  1.337  -2.062
C  -0.523  0.837  -2.164
F  -0.951  0.805  -3.542
F  -0.726  -0.476  -1.723
C  -1.448  1.944  -1.498
F  -1.138  2.288  -0.184
F  -1.214  3.135  -2.257
C  -3.022  1.705  -1.591
F  -3.600  2.817  -0.894
F  -3.526  1.848  -2.908
C  -3.571  0.405  -0.846
F  -2.741  -0.031  0.212
F  -4.769  0.811  -0.184
C  -4.015  -0.798  -1.792
F  -5.334  -0.484  -2.233
F  -3.259  -0.967  -2.945
C  -4.125  -2.223  -1.079
F  -4.584  -2.188  0.227
F  -5.059  -2.985  -1.824
F  -2.910  -2.908  -1.228
C  1.871  0.850  0.903
Cl  0.356  -0.102  1.163
C  2.395  1.275  2.362
C  3.363  2.591  2.349
Cl  2.834  -0.011  3.557
P  4.809  -0.625  -1.678
N  4.132  -1.785  -2.883
O  5.492  0.745  -2.530
H  3.000  -4.585  0.934
H  3.526  -3.412  2.349
H  4.738  -4.456  1.459
H  4.279  -3.289  -0.721
H  5.087  -2.239  0.663
H  2.621  -1.679  1.345
H  3.541  1.463  -0.626
H  1.676  -0.757  -2.319
H  2.858  0.478  -2.670
H  1.130  2.283  -1.453
H  1.137  1.767  -3.142
H  1.537  1.900  0.564
H  1.441  1.728  2.819
H  4.245  2.476  3.047
H  2.766  3.552  2.526
H  3.715  2.667  1.256
H  4.414  -1.363  -3.796
H  4.778  -2.592  -2.797
H  5.110  0.739  -3.433
C  -8.104  -0.344  -5.653
O  -9.159  -0.022  -6.179
N  -7.522  -1.554  -5.861
N  -7.422  0.477  -4.816
H  -6.657  -1.838  -5.439
H  -7.998  -2.192  -6.476
H  -7.821  1.383  -4.636
H  -6.554  0.231  -4.374
C  0.630  3.441  5.202
O  1.487  3.056  4.419
N  -0.666  3.043  5.118
N  0.892  4.297  6.220
H  -1.385  3.347  5.749
H  -0.904  2.407  4.376
H  1.840  4.617  6.318
H  0.192  4.622  6.870
C  -4.661  -5.994  2.007
O  -4.854  -7.113  2.461
N  -4.012  -5.025  2.697
N  -5.083  -5.626  0.768
H  -3.845  -4.102  2.340
H  -3.682  -5.259  3.622
H  -5.569  -6.319  0.224
H  -4.936  -4.714  0.376
C  6.577  -1.348  -5.873
O  5.741  -0.822  -5.157
N  7.903  -1.078  -5.766
N  6.253  -2.247  -6.837
H  8.607  -1.498  -6.343
H  8.180  -0.415  -5.060
H  5.278  -2.473  -6.945
H  6.925  -2.691  -7.435
C  -4.306  5.105  2.748
O  -4.473  5.205  3.957
N  -4.718  4.024  2.039
N  -3.694  6.068  2.012
H  -4.590  3.923  1.048
H  -5.175  3.288  2.549
H  -3.374  6.885  2.502
H  -3.547  6.005  1.021
C  -3.642  -4.897  6.623
O  -2.943  -5.341  5.725
N  -4.985  -5.094  6.669
N  -3.136  -4.170  7.651
H  -5.577  -4.738  7.396
H  -5.396  -5.630  5.922
H  -2.143  -4.004  7.650
H  -3.692  -3.796  8.398
C  1.572  1.509  -6.019
O  1.680  0.911  -4.963
N  2.068  2.761  -6.205
N  0.948  0.976  -7.102
H  1.991  3.270  -7.066
H  2.539  3.188  -5.425
H  0.567  0.050  -7.001
H  0.848  1.451  -7.980
C  -0.849  -5.279  -4.472
O  -0.011  -5.682  -5.267
N  -2.156  -5.651  -4.535
N  -0.551  -4.429  -3.460
H  -2.859  -5.334  -3.894
H  -2.417  -6.283  -5.273
H  0.408  -4.128  -3.378
H  -1.225  -4.089  -2.799
C  -1.628  6.742  7.408
O  -0.947  5.789  7.764
N  -1.102  7.970  7.180
N  -2.966  6.650  7.212
H  -1.641  8.764  6.887
H  -0.110  8.077  7.314
H  -3.393  5.752  7.371
H  -3.542  7.417  6.920
C  7.770  1.039  2.585
O  6.930  1.565  3.298
N  9.102  1.302  2.710
N  7.458  0.151  1.610
H  9.810  0.883  2.137
H  9.375  1.956  3.423
H  6.477  -0.072  1.486
H  8.137  -0.289  1.017

As for the spin multiplicity: 1. Its charge is -1. As for the HOMO-LUMO gap: 0.1713 Eh.